Molecular formula: C4H2KLiO2
Method: DFT, wB97M-V/def2-TZVPD

Net charge = 0
Energy above the lowest of the compared OMol25 structures with the same formula, charge and spin = 52.8 kcal per mole

Geometry as XYZ:
```
10
Properties=species:S:1:pos:R:3:lowdin_charge:R:1
C -1.4749 -0.1753 -1.2892 -0.581
C -0.2870 -0.2748 -1.6544 0.025
O -2.4212 0.3740 -0.6451 -0.386
Li -4.4408 0.2500 -1.1369 0.878
H 0.5054 -0.7446 -2.2117 0.018
C 1.6429 0.3920 0.9102 -0.221
C 2.5194 -0.2299 1.6014 -0.521
O 3.2572 -0.7415 2.3995 -0.044
K -0.9359 -0.2830 1.4299 0.858
H 1.6350 1.4332 0.5963 -0.027
```